(1)
17
Properties=species:S:1:pos:R:3 method="wB97M-V/def2-TZVPD" e_homo_ev=-9.36 e_tot_ha=-346.8667 gap_ev=10.3 total_charge=0 smiles=C[C@@]1(CCO)CO1 lumo_energy_ev=1.0
O 1.243 0.364 1.734
O -0.750 1.506 -0.063
C 0.767 -0.173 -0.943
C -0.850 -0.822 0.772
C -0.610 0.117 -0.396
C -1.588 0.972 -1.082
C 1.592 -0.458 0.348
H -1.827 -0.704 1.225
H -1.401 1.366 -2.086
H 0.796 1.223 1.562
H 0.741 -1.033 -1.646
H -2.642 0.900 -0.813
H -0.756 -1.866 0.402
H -0.036 -0.414 1.608
H 2.598 -0.108 0.324
H 1.170 0.677 -1.504
H 1.554 -1.547 0.557


(2)
66
Properties=species:S:1:pos:R:3 method="wB97M-V/def2-TZVPD" e_homo_ev="-13.28 / -13.28" s_squared=0.754 e_tot_ha=-2718.3606 gap_ev="10.3 / 6.7" spin_multiplicity=2 total_charge=+1 lumo_energy_ev="-3.0 / -6.6"
P -19.931 -6.525 -31.664
F -18.071 -9.454 -37.109
F -19.103 -5.142 -31.400
F -19.805 -6.726 -30.051
F -20.101 -6.170 -33.257
F -20.743 -7.914 -31.933
F -25.938 -4.941 -29.597
F -18.541 -7.298 -31.944
F -19.412 -10.681 -36.074
F -21.314 -5.834 -31.269
F -23.906 -5.194 -30.462
F -19.178 -8.667 -35.354
F -24.280 -5.843 -28.272
F -25.160 -6.988 -30.043
O -17.280 -11.301 -29.931
O -23.263 -5.344 -35.478
O -16.794 -8.893 -34.344
O -17.501 -10.973 -33.801
O -21.303 -3.739 -26.829
N -16.918 -9.357 -31.407
N -21.650 -5.238 -28.649
N -22.717 -7.067 -33.996
C -17.522 -10.110 -30.202
C -22.829 -6.440 -35.415
C -21.680 -3.842 -27.997
C -24.018 -6.771 -33.181
C -18.532 -9.724 -35.846
C -16.411 -7.788 -35.203
C -22.179 -7.206 -36.576
C -21.449 -6.448 -27.657
C -22.451 -2.844 -28.840
C -15.353 -9.453 -31.265
C -16.069 -6.518 -34.469
C -18.252 -9.286 -29.195
C -17.329 -10.123 -34.928
B -24.828 -5.782 -29.565
H -17.659 -8.381 -29.070
H -17.161 -7.510 -35.943
H -22.398 -1.812 -28.492
H -21.681 -7.405 -28.125
H -16.974 -6.194 -33.955
H -15.113 -8.840 -30.396
H -20.453 -6.459 -27.214
H -22.623 -8.073 -34.018
H -21.951 -2.799 -29.807
H -21.096 -7.310 -36.513
H -15.496 -8.150 -35.672
H -15.004 -10.469 -31.080
H -24.922 -7.049 -33.722
H -15.001 -8.971 -32.177
H -18.378 -9.917 -28.315
H -22.523 -5.316 -29.151
H -16.605 -10.513 -35.644
H -21.876 -6.710 -33.567
H -17.128 -9.915 -32.223
H -20.978 -5.319 -29.399
H -24.011 -5.691 -33.030
H -17.270 -8.428 -31.589
H -22.493 -8.250 -36.614
H -22.527 -6.626 -37.430
H -15.789 -5.801 -35.240
H -23.989 -7.404 -32.294
H -22.086 -6.317 -26.782
H -15.213 -6.772 -33.843
H -23.505 -3.100 -28.951
H -19.185 -8.928 -29.630


(3)
16
Properties=species:S:1:pos:R:3 method="wB97M-V/def2-TZVPD" e_homo_ev=-2.62 e_tot_ha=-648.4627 gap_ev=5.6 total_charge=-1 lumo_energy_ev=3.0
S -3.413 -2.213 -0.960
O 1.141 1.151 0.489
N 3.515 0.748 0.567
C -1.351 -0.368 -0.484
C 2.328 1.609 0.170
C -2.188 -1.425 0.177
H -1.907 0.411 -1.024
H 3.606 0.712 1.576
H -1.593 -2.222 0.627
H -4.124 -1.097 -1.279
H -0.591 -0.734 -1.164
H -0.888 0.267 0.279
H -2.773 -1.089 1.035
H 2.586 2.618 0.621
H 3.137 -0.144 0.292
H 2.516 1.776 -0.922


(4)
38
Properties=species:S:1:pos:R:3 method="wB97M-V/def2-TZVPD" e_homo_ev="-19.54 / -19.39" e_tot_ha=-2410.5295 gap_ev="4.8 / 4.2" total_charge=+3 lumo_energy_ev="-14.7 / -15.2"
I 0.931 1.870 -2.441
Ti 0.038 -0.214 0.532
P -1.649 1.413 1.296
P 1.373 -1.902 -0.658
O -0.688 -2.727 3.693
O 0.019 -1.196 2.171
O 2.474 1.710 1.060
C -2.832 2.012 0.040
C 0.975 -2.140 -2.422
C -0.780 -2.178 2.611
C -2.699 0.672 2.599
C 1.145 -3.544 0.113
C 3.179 -1.633 -0.575
C 1.559 1.020 0.791
C 0.848 2.832 -4.372
C -0.967 2.905 2.105
H 1.823 2.751 -4.859
H 0.080 2.315 -4.951
H 0.581 3.880 -4.219
H -1.754 3.558 2.516
H -0.359 3.475 1.392
H 0.080 -3.808 0.103
H -0.097 -2.360 -2.508
H -3.179 -0.236 2.213
H -0.314 2.580 2.922
H -3.614 2.652 0.481
H 1.550 -2.975 -2.852
H -1.569 -2.456 1.864
H 1.177 -1.212 -2.976
H -2.087 0.385 3.463
H 1.712 -4.316 -0.425
H -3.475 1.375 2.929
H 3.440 -0.691 -1.071
H -2.289 2.570 -0.735
H -3.309 1.146 -0.437
H 1.476 -3.520 1.158
H 3.458 -1.551 0.482
H 3.745 -2.460 -1.032